{
  "formula": "C54H119N5O8",
  "method": "ωB97M-V/def2-TZVPD",
  "elements": ["C", "C", "C", "O", "H", "H", "H", "H", "H", "H", "H", "H", "C", "C", "C", "O", "H", "H", "H", "H", "H", "H", "H", "H", "C", "C", "C", "O", "H", "H", "H", "H", "H", "H", "H", "H", "C", "C", "C", "C", "C", "C", "N", "O", "C", "C", "C", "H", "H", "H", "H", "H", "H", "H", "H", "H", "H", "H", "H", "H", "H", "H", "H", "H", "H", "H", "C", "C", "C", "C", "C", "C", "N", "O", "C", "C", "C", "H", "H", "H", "H", "H", "H", "H", "H", "H", "H", "H", "H", "H", "H", "H", "H", "H", "H", "H", "C", "C", "C", "C", "C", "C", "N", "O", "C", "C", "C", "H", "H", "H", "H", "H", "H", "H", "H", "H", "H", "H", "H", "H", "H", "H", "H", "H", "H", "H", "C", "C", "C", "C", "C", "C", "N", "O", "C", "C", "C", "H", "H", "H", "H", "H", "H", "H", "H", "H", "H", "H", "H", "H", "H", "H", "H", "H", "H", "H", "C", "C", "C", "C", "C", "C", "N", "O", "C", "C", "C", "H", "H", "H", "H", "H", "H", "H", "H", "H", "H", "H", "H", "H", "H", "H", "H", "H", "H", "H"],
  "xyz": [[-0.082, -0.932, 0.585], [-0.056, 0.491, -0.098], [0.816, 1.445, 0.782], [0.442, 0.223, -1.447], [-0.653, -1.674, 0.027], [-0.474, -0.866, 1.600], [0.966, -1.210, 0.705], [-1.110, 0.679, -0.302], [1.700, 0.978, 1.216], [0.198, 1.580, 1.670], [0.833, 2.390, 0.240], [0.730, 1.106, -1.692], [2.058, -4.271, 0.120], [3.173, -4.934, 0.987], [4.529, -5.222, 0.308], [3.421, -4.042, 2.044], [1.138, -4.166, 0.696], [2.050, -4.849, -0.803], [2.395, -3.305, -0.255], [2.866, -5.881, 1.430], [5.058, -4.411, -0.193], [4.539, -6.123, -0.306], [5.304, -5.557, 0.997], [4.071, -4.335, 2.687], [-0.339, 1.130, -5.199], [1.158, 1.072, -4.645], [2.263, 0.749, -5.716], [1.465, 2.200, -3.890], [-0.661, 1.998, -5.774], [-0.949, 1.158, -4.296], [-0.781, 0.280, -5.718], [1.105, 0.273, -3.905], [3.024, 0.052, -5.366], [2.676, 1.728, -5.960], [1.808, 0.285, -6.591], [2.401, 2.228, -4.101], [4.467, 2.976, -0.684], [4.400, 4.443, -1.072], [5.892, 4.874, -1.202], [6.048, 6.190, -2.040], [5.053, 6.284, -3.276], [3.560, 6.026, -3.031], [3.531, 4.705, -2.221], [2.264, 4.250, -1.958], [2.911, 7.246, -2.463], [2.909, 5.797, -4.355], [3.901, 5.131, 0.120], [4.483, 2.220, -1.469], [3.572, 2.644, -0.156], [5.137, 2.897, 0.173], [6.491, 4.965, -0.295], [6.523, 4.179, -1.757], [7.085, 6.345, -2.335], [5.793, 7.049, -1.420], [5.382, 5.636, -4.088], [5.151, 7.289, -3.688], [1.854, 7.106, -2.237], [3.445, 7.533, -1.558], [2.919, 8.028, -3.222], [1.900, 5.389, -4.295], [2.927, 6.712, -4.947], [3.515, 5.072, -4.897], [2.863, 4.852, 0.303], [3.985, 6.194, -0.103], [4.356, 4.634, 0.977], [2.138, 3.611, -2.663], [5.069, 2.217, 5.592], [4.015, 1.827, 4.471], [4.896, 1.405, 3.242], [5.282, -0.054, 3.208], [4.060, -0.895, 3.121], [3.179, -0.726, 4.454], [2.984, 0.763, 4.776], [2.104, 1.051, 5.869], [1.830, -1.420, 4.341], [3.887, -1.434, 5.633], [3.368, 3.147, 4.055], [5.632, 1.357, 5.953], [4.719, 2.854, 6.404], [5.814, 2.887, 5.161], [4.307, 1.569, 2.340], [5.784, 2.037, 3.226], [5.898, -0.453, 4.013], [5.893, -0.221, 2.321], [4.402, -1.919, 2.973], [3.521, -0.559, 2.236], [1.878, -2.439, 3.957], [1.305, -1.650, 5.268], [1.209, -0.827, 3.669], [4.054, -2.498, 5.467], [4.872, -1.048, 5.895], [3.253, -1.424, 6.520], [2.659, 3.367, 4.853], [2.795, 3.071, 3.130], [4.049, 3.989, 4.178], [2.721, 0.966, 6.599], [-9.372, -0.440, -2.582], [-8.196, -1.407, -2.162], [-7.708, -2.178, -3.442], [-6.431, -2.915, -3.136], [-5.339, -1.938, -2.759], [-5.761, -1.148, -1.457], [-7.072, -0.569, -1.669], [-7.427, 0.195, -0.600], [-5.595, -2.025, -0.182], [-4.644, -0.035, -1.389], [-8.729, -2.344, -1.121], [-9.525, 0.339, -1.835], [-10.285, -1.032, -2.647], [-9.407, -0.086, -3.613], [-8.406, -3.010, -3.534], [-7.562, -1.651, -4.385], [-6.130, -3.548, -3.971], [-6.572, -3.572, -2.278], [-5.164, -1.173, -3.515], [-4.445, -2.534, -2.574], [-6.235, -2.907, -0.145], [-4.634, -2.518, -0.036], [-5.784, -1.521, 0.765], [-4.786, 0.470, -0.433], [-3.610, -0.360, -1.506], [-4.638, 0.817, -2.069], [-9.062, -1.699, -0.309], [-8.114, -3.150, -0.722], [-9.522, -2.854, -1.668], [-7.513, 1.047, -1.034], [-3.663, -0.203, 4.265], [-2.484, 0.685, 4.900], [-1.893, 1.463, 3.622], [-1.060, 2.755, 3.755], [-1.753, 3.723, 4.710], [-2.323, 3.034, 6.022], [-3.043, 1.734, 5.737], [-3.855, 1.287, 6.774], [-1.209, 2.862, 6.998], [-3.478, 4.019, 6.551], [-1.449, -0.218, 5.613], [-3.225, -0.975, 3.632], [-4.329, 0.541, 3.830], [-4.172, -0.756, 5.054], [-1.066, 0.886, 3.207], [-2.679, 1.339, 2.876], [-0.900, 3.215, 2.780], [-0.042, 2.530, 4.072], [-2.424, 4.445, 4.244], [-0.874, 4.337, 4.907], [-0.608, 1.958, 6.905], [-0.625, 3.765, 7.176], [-1.773, 2.728, 7.922], [-3.578, 3.774, 7.608], [-3.378, 5.088, 6.361], [-4.455, 3.707, 6.182], [-1.723, -0.777, 6.507], [-0.519, 0.226, 5.968], [-1.176, -1.074, 4.995], [-4.744, 1.574, 6.552], [-0.341, -6.899, -5.197], [0.367, -5.633, -4.600], [0.345, -4.563, -5.674], [-0.979, -3.946, -5.956], [-1.555, -3.376, -4.669], [-1.581, -4.306, -3.374], [-0.381, -5.155, -3.396], [-0.353, -6.143, -2.378], [-1.633, -3.489, -2.130], [-2.942, -5.257, -3.549], [1.812, -6.033, -4.209], [0.179, -7.181, -6.112], [-1.398, -6.704, -5.380], [-0.250, -7.850, -4.673], [1.144, -3.829, -5.578], [0.482, -5.099, -6.614], [-1.717, -4.640, -6.358], [-1.055, -3.130, -6.675], [-2.520, -2.992, -5.000], [-0.916, -2.530, -4.417], [-2.219, -2.582, -2.278], [-1.958, -4.162, -1.336], [-0.592, -3.264, -1.895], [-3.853, -4.790, -3.174], [-2.976, -5.613, -4.578], [-2.864, -6.198, -3.004], [2.327, -5.953, -5.166], [2.032, -7.037, -3.845], [2.220, -5.281, -3.534], [0.373, -5.777, -1.868]],
  "homo_ev": [-9.3, -9.3],
  "relative_energy_ev": 2.913,
  "mol_weight_g_mol": 966.57,
  "multiplicity": 2,
  "total_charge": 1,
  "homo_lumo_gap_ev": [6.89, 2.65],
  "s_squared": 0.755,
  "total_energy_ev": -81738.2607
}